Entry 1:
ORCA calculation (ωB97M-V/def2-TZVPD) on the molecule C5H9F in a non-equilibrium geometry.

Cartesian coordinates (Å):
C -0.728 -2.329 -0.297
C -0.779 -1.034 -0.246
F -1.650 -0.383 0.597
C -0.066 0.015 -1.013
C 0.225 1.334 -0.259
C 0.985 1.123 1.102
H 0.014 -3.086 -0.572
H -1.661 -2.642 0.129
H -0.704 0.241 -1.838
H 0.821 -0.343 -1.440
H -0.690 1.875 0.021
H 0.958 1.952 -0.741
H 1.913 0.564 1.097
H 1.053 2.080 1.648
H 0.312 0.633 1.810

energy	-295.7207	hartree
ΔE to the lowest compared entry with this formula, charge and spin	24.7	kcal/mol



Entry 2:
ORCA calculation (ωB97M-V/def2-TZVPD) on C5H9F2N as an isolated structure in a non-equilibrium geometry.

Cartesian coordinates (Å):
C 1.564 -1.406 0.056
C 0.697 -0.127 0.039
C -0.777 0.188 -0.780
C -1.435 0.664 0.478
C -0.292 -0.161 1.272
H 2.459 -1.065 0.777
H 1.865 -1.834 -1.047
H 1.214 -2.324 0.545
H 1.182 0.824 0.199
H -1.268 -0.723 -1.060
H 0.704 1.228 -2.268
H -1.119 2.029 -1.118
H -2.484 0.286 0.284
H -0.649 -1.162 1.563
N -0.658 1.049 -1.842
F -1.335 2.034 0.618
F 0.332 0.500 2.285

energy	-450.1813	hartree
ΔE to the lowest compared entry with this formula, charge and spin	122.7	kcal/mol



Entry 3:
ORCA calculation (ωB97M-V/def2-TZVPD) on a 2-piece molecular cluster, C5H9F3N2O overall in a non-equilibrium geometry.

Cartesian coordinates (Å):
C 0.515 -1.769 0.611
C 0.315 1.506 -1.109
C 2.378 -0.865 -0.559
C 0.348 0.502 0.074
C -2.733 -0.098 0.117
N -0.286 0.988 1.147
N 1.058 -0.612 0.119
O 1.097 -2.816 0.679
F -2.831 -0.683 1.376
F -2.878 1.308 0.430
F -3.882 -0.414 -0.607
H -0.521 -1.588 1.050
H 0.998 1.114 -2.019
H 0.588 2.449 -0.791
H -0.685 1.525 -1.394
H 2.952 -1.553 0.123
H 2.190 -1.237 -1.616
H 2.783 0.187 -0.629
H -1.184 1.468 1.011
H -0.221 0.587 1.988

energy	-680.1442	hartree
ΔE to the lowest compared entry with this formula, charge and spin	74.1	kcal/mol



Entry 4:
ORCA calculation (ωB97M-V/def2-TZVPD) on a 2-piece molecular cluster, C5H9F4N3O8PS overall in a non-equilibrium geometry.

Cartesian coordinates (Å):
O 0.888 -2.834 2.800
C 1.709 -2.063 2.079
F 2.776 -1.337 2.862
N 1.710 -1.895 0.578
C 2.652 -0.813 0.101
O 3.462 -1.139 -0.945
F 2.732 0.578 0.632
P 0.074 -1.728 -0.111
O -1.305 -1.608 -1.181
C -2.532 -1.446 -0.374
F -3.648 -0.841 -1.166
C -2.029 -0.373 0.806
O -1.920 1.024 0.335
S -3.398 -0.521 2.075
O -4.664 0.352 1.741
O -3.951 -1.991 2.224
F -2.821 -0.025 3.626
O -0.646 -0.784 1.164
H 0.407 -0.420 -0.680
H 0.660 -2.462 -1.241
H -0.354 -2.973 0.510
H -2.730 -2.555 -0.023
H -0.961 1.280 0.571
C 1.348 2.749 -1.912
O 0.441 1.996 -1.596
N 2.611 2.599 -1.472
N 1.173 3.803 -2.732
H 3.362 3.216 -1.729
H 2.797 1.822 -0.853
H 0.241 3.961 -3.091
H 1.916 4.427 -2.996

net charge	-1
energy	-2100.9931	hartree
ΔE to the lowest compared entry with this formula, charge and spin	170.8	kcal/mol



Entry 5:
ORCA calculation (ωB97M-V/def2-TZVPD) on the molecule C5H9FN2 in a non-equilibrium geometry.

Cartesian coordinates (Å):
C -1.653 -1.633 -0.147
N -0.377 -1.120 -0.550
C 0.075 0.143 0.060
C 0.208 -0.071 1.586
C -0.937 1.201 -0.144
N -1.696 2.061 -0.243
C 1.462 0.561 -0.527
F 2.479 -0.346 -0.203
H -1.857 -1.743 0.905
H -2.563 -1.101 -0.558
H -1.837 -2.653 -0.615
H -0.405 -1.026 -1.554
H 0.892 -0.923 1.764
H 0.664 0.775 2.183
H -0.750 -0.257 2.015
H 1.720 1.596 -0.136
H 1.411 0.649 -1.591

energy	-405.2569	hartree
ΔE to the lowest compared entry with this formula, charge and spin	21.0	kcal/mol



Entry 6:
ORCA calculation (ωB97M-V/def2-TZVPD) on a 2-piece molecular cluster, C5H9FN2O2 overall in a non-equilibrium geometry.

Cartesian coordinates (Å):
C 1.474 1.038 -0.441
C 1.738 0.527 0.931
C 0.918 -0.150 -1.222
C 1.177 -0.835 1.043
C 0.664 -1.160 -0.174
N -2.758 0.848 0.335
N -2.887 -0.326 -0.112
O -2.344 -1.296 0.782
O -3.358 -0.765 -1.093
F -3.312 1.734 -0.529
H 0.660 1.809 -0.428
H 2.365 1.397 -1.045
H 2.895 0.541 1.134
H 1.229 1.161 1.686
H 0.038 0.262 -1.816
H 1.623 -0.714 -1.856
H 1.544 -1.393 1.852
H -1.830 -0.625 1.405
H 0.162 -2.052 -0.452

2S+1	3
energy	-555.3805	hartree



Entry 7:
ORCA calculation (ωB97M-V/def2-TZVPD) on the molecule C5H9FO in a non-equilibrium geometry.

Cartesian coordinates (Å):
C -1.696 -0.215 -1.963
C -0.902 0.115 -0.713
F -1.242 -0.682 0.298
C 0.671 -0.247 -0.840
C 1.520 0.000 0.429
C 0.920 -0.006 1.821
O 1.261 1.208 1.217
H -1.425 -1.211 -2.362
H -1.804 0.685 -2.841
H -2.761 -0.509 -1.454
H -1.146 1.114 -0.355
H 0.597 -1.362 -1.047
H 0.814 0.415 -1.861
H 2.668 -0.091 0.463
H 1.228 -0.163 2.840
H -0.159 -0.288 1.796

energy	-370.8894	hartree
ΔE to the lowest compared entry with this formula, charge and spin	77.9	kcal/mol



Entry 8:
ORCA calculation (ωB97M-V/def2-TZVPD) on the molecule C5H9FO2 in a non-equilibrium geometry.

Cartesian coordinates (Å):
C 1.507 1.149 -0.549
C 0.344 0.078 -0.309
C 0.939 -0.970 0.782
F 2.156 -1.407 0.307
C -0.924 0.591 0.091
O -1.556 0.253 1.280
C -0.845 -0.440 -0.943
O -1.543 -1.664 -0.721
H 1.206 2.276 -0.975
H 2.108 0.581 -1.511
H 2.171 1.259 0.548
H 1.059 -0.439 1.936
H 0.103 -1.661 0.936
H -1.227 1.645 -0.306
H -2.417 0.939 1.488
H -1.141 -0.436 -2.145
H -1.941 -1.752 0.091

energy	-446.0521	hartree
ΔE to the lowest compared entry with this formula, charge and spin	132.1	kcal/mol



Entry 9:
ORCA calculation (ωB97M-V/def2-TZVPD) on C5H9FO2 as an isolated structure in a non-equilibrium geometry.

Cartesian coordinates (Å):
C 0.231 0.381 1.678
C -0.731 0.696 0.541
C -0.532 -0.052 -0.805
C 0.761 -0.040 -1.538
C -1.656 -0.542 -1.163
H 1.715 -0.987 1.903
H -0.119 0.874 2.530
H 1.226 0.847 1.517
H -1.818 0.525 0.711
H -0.554 1.773 0.389
H 0.976 -1.003 -2.289
H 1.005 0.902 -2.165
H 1.392 -0.555 0.214
H -2.622 -0.382 -0.518
O 0.512 -0.936 1.755
O 1.909 -0.115 -0.480
F -1.695 -1.388 -2.280

energy	-446.1104	hartree
ΔE to the lowest compared entry with this formula, charge and spin	95.6	kcal/mol



Entry 10:
ORCA calculation (ωB97M-V/def2-TZVPD) on the molecule C5H9FOS in a non-equilibrium geometry.

Cartesian coordinates (Å):
C 0.853 -1.862 1.216
C 1.270 -0.728 0.330
C 0.469 -0.329 -0.939
S -1.037 -1.188 -1.342
C 0.530 0.584 0.294
O 1.338 1.727 0.144
C -0.681 0.882 1.121
F -1.301 1.883 0.381
H 1.164 -1.538 2.254
H -0.272 -2.011 1.243
H 1.405 -2.751 0.935
H 2.353 -0.513 0.354
H 1.087 -0.003 -1.763
H -1.683 -0.120 -1.834
H 0.610 2.482 0.113
H -0.255 1.280 2.048
H -1.454 0.144 1.411

energy	-769.1500	hartree
ΔE to the lowest compared entry with this formula, charge and spin	16.5	kcal/mol



Entry 11:
ORCA calculation (ωB97M-V/def2-TZVPD) on the molecule C5H9FS in a non-equilibrium geometry.

Cartesian coordinates (Å):
C 2.150 -0.026 0.481
S 1.217 -1.175 -0.751
C -0.288 -0.289 -0.391
C -0.392 1.113 -1.068
F 0.357 2.018 -0.099
C -1.022 -0.414 0.859
C -1.602 -1.092 -0.235
H 3.232 -0.245 0.500
H 1.865 1.069 0.244
H 1.965 -0.100 1.490
H 0.121 1.373 -2.029
H -1.379 1.532 -0.939
H -0.564 -1.000 1.624
H -1.622 0.349 1.317
H -1.490 -2.239 -0.288
H -2.548 -0.875 -0.716

energy	-693.8742	hartree
ΔE to the lowest compared entry with this formula, charge and spin	59.0	kcal/mol



Entry 12:
ORCA calculation (ωB97M-V/def2-TZVPD) on a 2-piece molecular cluster, C5H9FSi overall in a non-equilibrium geometry.

Cartesian coordinates (Å):
C 0.522 2.327 -0.602
C 0.272 1.694 0.546
C -0.837 0.823 0.822
Si -1.936 0.131 -0.369
F -3.190 -0.735 0.160
H -0.139 2.227 -1.447
H 1.372 2.969 -0.725
H 0.949 1.843 1.376
H -0.946 0.500 1.849
H -2.129 0.093 -1.799
C 1.335 -1.618 0.480
C 0.687 -2.337 -0.413
H 1.204 -1.777 1.536
H 2.014 -0.833 0.194
H 0.008 -3.125 -0.135
H 0.814 -2.183 -1.473

energy	-585.1965	hartree
ΔE to the lowest compared entry with this formula, charge and spin	49.4	kcal/mol



> energy of number 2 (C5H9F2N)?

-450.1813 hartree